1.
Formula: C5H19NO7
Source: the Open Molecules 2025 dataset
Level of theory: the ωB97M-V functional and the def2-TZVPD basis

```
32
Properties=species:S:1:pos:R:3:forces:R:3:mulliken_charge:R:1
N -1.0710 -0.4986 2.3329 0.6 -1.2 0.7 -0.5121
C -1.3399 -0.1013 0.9622 -0.1 0.7 1.5 0.7085
C -2.6056 -0.7439 0.4354 0.9 0.8 -1.6 -0.2394
O -2.7979 -1.9255 0.3658 -0.2 0.2 0.5 -0.4523
C -1.3002 1.4507 0.8827 -1.3 -1.3 -0.4 -0.6766
C 0.0936 1.9973 0.5850 -1.1 1.9 -1.0 0.3552
C 0.0913 2.6506 -0.7971 -0.2 -0.4 -0.1 -0.3167
O 0.5166 2.1261 -1.7933 0.3 -0.1 -0.1 -0.4837
H -1.1707 -1.5020 2.4918 0.5 0.0 -0.6 0.2306
H -1.7103 -0.1583 3.0360 -0.4 0.9 -0.4 0.2537
H -0.5512 -0.4065 0.2734 0.3 -0.6 0.1 -0.0134
H -3.1755 0.0279 -0.1202 -1.0 -0.4 0.1 0.2757
H -2.0668 1.6125 0.0824 0.7 0.9 0.6 0.2807
H -1.6016 1.8976 1.8360 -0.6 -0.3 -0.3 0.4054
H 0.1750 2.8853 1.2104 0.7 -0.3 0.5 0.2987
H 0.8761 1.2805 0.7531 0.2 0.4 -0.4 -0.4519
H -0.3991 3.6649 -0.9005 0.2 -0.6 0.4 0.3659
O 1.8371 0.4034 2.5556 0.8 0.1 0.3 -0.6338
H 1.4064 0.1810 1.7304 -0.1 -0.3 0.4 0.3047
H 1.1606 0.7774 3.1253 -0.2 -0.3 -0.1 0.3571
O 2.0867 -1.2742 -1.1537 -0.1 0.0 0.3 -0.6563
H 1.5231 -0.5281 -1.4030 0.2 0.0 -0.1 0.2992
H 2.6640 -0.9443 -0.4525 -0.1 0.2 -0.2 0.3356
O 0.1685 -3.3196 -0.6790 0.0 0.8 0.1 -0.6910
H 0.9546 -2.7470 -0.5649 -0.2 -0.3 -0.2 0.4136
H -0.5651 -2.7315 -0.4375 0.0 -0.5 0.2 0.2802
O 2.9408 1.4810 -0.2864 0.6 -0.1 -0.9 -0.6125
H 2.5642 1.5725 -1.1765 -0.5 0.1 0.2 0.3015
H 3.8731 1.3944 -0.5376 0.0 0.0 0.6 0.2827
O -0.2741 -1.3831 -3.0620 -0.2 0.4 0.2 -0.6391
H -1.1898 -1.0884 -2.9993 0.1 0.0 -0.2 0.3076
H -0.1283 -1.8350 -2.2229 0.2 -0.6 -0.1 0.3220
```
Positions in Å, forces in eV/Å.

The value obtained for the largest force on an atom is 2.4 eV Å⁻¹. The calculation puts the HOMO-LUMO gap at 9.93 eV. The total energy comes out at -21314.257 eV. As for the relative energy (zero: lowest compared OMol25 entry of this formula, charge and spin): 2.649 eV. As for the SMILES: N[C@@H](C=O)CCC=O.O.O.O.O.O. Its charge is 0. The multiplicity is 1.

---

2.
Formula: C4H12N2O
Source: the Open Molecules 2025 dataset
Level of theory: the ωB97M-V functional and the def2-TZVPD basis

```
19
Properties=species:S:1:pos:R:3:forces:R:3:mulliken_charge:R:1
C 1.7750 -0.3626 -1.4160 5.1 -1.4 3.0 -0.6248
C 0.5100 0.1078 -1.9275 -3.2 -3.7 -0.3 0.6475
C -1.8575 -0.4272 -1.1722 2.8 3.1 -4.8 -0.9233
C 0.1837 1.0132 2.2187 -2.1 4.7 2.4 -0.8502
H 1.3963 -0.2821 -0.2457 3.4 -0.2 -2.6 0.0905
H 2.7313 0.3133 -1.6978 -2.2 -1.7 0.8 0.2762
H 2.1663 -1.7341 -1.5310 -1.7 4.6 -0.1 0.2317
H 0.0348 -0.3980 -0.0973 -1.7 -0.3 0.2 0.0389
H -1.9606 -0.8819 -2.2361 -0.4 -0.2 2.1 0.2582
H -2.2918 -0.7940 -0.3011 -0.9 -0.8 1.0 0.3785
H -2.1349 0.6375 -1.4645 -0.6 -1.1 0.9 0.2750
H 0.3801 -0.8298 2.3282 -1.5 -0.7 0.1 0.2096
H -1.3254 -0.3823 2.6706 2.9 0.3 -1.3 0.2375
H -0.5445 1.9052 2.1008 1.1 -1.4 -0.2 0.2543
H 0.7096 1.2413 3.1541 -0.4 -0.3 0.6 0.3593
H 0.9586 1.0989 1.5722 2.1 0.5 -2.7 0.3122
N -0.3900 -0.3010 -1.0097 -1.4 -0.1 2.5 -0.0271
N -0.4130 -0.2192 2.0793 -2.2 -3.2 1.1 -0.5021
O 0.0720 0.2950 -3.0252 0.6 1.9 -3.0 -0.6419
```
Positions in Å, forces in eV/Å.

The value obtained for the largest force on an atom is 6.4 eV Å⁻¹. The calculation puts the HOMO-LUMO gap at 9.65 eV. The total energy comes out at -9366.367 eV. As for the relative energy (zero: lowest compared OMol25 entry of this formula, charge and spin): 4.827 eV. Its charge is 0. The multiplicity is 1.

---

3.
Formula: C4H9N2O
Source: the Open Molecules 2025 dataset
Level of theory: the ωB97M-V functional and the def2-TZVPD basis

```
16
Properties=species:S:1:pos:R:3:forces:R:3:mulliken_charge:R:1
C -0.2617 0.9081 -1.5811 2.6 -6.0 9.4 0.2818
C 0.8138 0.6665 -0.1475 0.5 1.7 -2.8 -0.6696
C -1.2001 -0.5468 -0.0478 0.0 4.8 1.2 -0.3209
C 0.4976 -0.9814 1.6747 -0.7 2.9 -0.7 -0.9357
N 0.0992 1.7298 -2.4016 -0.5 4.9 -7.7 -0.2899
N 0.2832 -0.6079 0.2897 0.7 -3.7 -3.5 -0.1281
O -1.3200 0.0957 -1.2866 -1.2 -1.3 -0.5 -0.3376
H 1.9807 0.7031 -0.2794 -2.5 -0.4 -0.2 0.3391
H 0.5190 1.4286 0.5386 -0.1 0.4 0.8 0.3993
H -1.7776 -1.4217 0.0126 -0.1 -1.5 -0.3 0.3849
H -1.5920 0.1951 0.7744 0.6 -1.3 -1.2 0.3627
H 1.4176 -1.3349 1.8878 3.1 -1.3 0.2 0.3936
H 0.3994 -0.0507 2.1570 -0.3 0.9 1.3 0.3756
H -0.2187 -1.6331 1.9608 -2.3 -2.1 1.0 0.4136
H -0.3731 2.2362 -3.2009 1.3 0.1 1.7 0.3005
H 0.7327 -1.3865 -0.3508 -1.1 1.8 1.3 0.4306
```
Positions in Å, forces in eV/Å.

The value obtained for the largest force on an atom is 11.4 eV Å⁻¹. The calculation puts the HOMO-LUMO gap (alpha / beta) at 5.68 / 7.93 eV. The total energy comes out at -9306.953 eV. As for the relative energy (zero: lowest compared OMol25 entry of this formula, charge and spin): 3.764 eV. Its charge is +1. The multiplicity is 3.

---

4.
Formula: C6H16ClNO2P
Source: the Open Molecules 2025 dataset
Level of theory: the ωB97M-V functional and the def2-TZVPD basis

```
27
Properties=species:S:1:pos:R:3:forces:R:3:mulliken_charge:R:1
C -1.7105 -1.7322 -0.3043 2.7 0.7 1.4 -1.1589
C 0.3586 -1.1345 -1.5488 0.6 1.5 0.1 -1.8278
C -2.5136 1.4018 0.0524 1.6 -0.4 1.4 -1.7524
C -0.6759 2.0195 1.7331 3.5 4.0 -2.0 -1.2584
C -0.8559 -0.5610 -0.9236 -1.8 -0.7 0.2 0.4817
C -1.1213 1.2913 0.6019 -1.0 -3.3 -1.9 1.3465
N -0.4158 0.3009 0.1276 2.6 1.8 3.1 -0.0107
O 2.1663 0.2512 1.2344 1.9 -0.1 -0.3 -0.4558
O 3.9945 -1.5601 1.1905 0.2 1.6 -0.3 -0.4338
P 3.6806 0.0653 1.1417 -2.2 -2.0 1.0 0.3783
Cl 3.4702 0.1167 -1.5020 -3.7 0.5 1.1 -0.2024
H -1.3603 -1.7103 0.8573 -0.8 -1.0 -2.8 0.2655
H -2.7576 -1.5780 -0.3212 -1.0 0.0 -0.2 0.3696
H -1.3870 -2.5772 -0.9580 -0.7 0.0 1.3 0.3840
H 0.2722 -1.6687 -2.4387 -0.7 -0.8 -1.5 0.5030
H 0.8287 -1.7806 -0.8611 0.6 -0.9 1.0 0.5528
H 1.0392 -0.3256 -1.7276 0.4 0.3 -0.3 0.2227
H -2.4756 1.4012 -0.9776 0.0 0.2 -2.4 0.5860
H -3.0432 0.4930 0.3099 -0.5 0.2 0.5 0.3460
H -2.8866 2.3280 0.3384 -1.4 1.3 0.9 0.4096
H -1.3068 1.9615 2.5293 -1.6 -0.5 2.5 0.3893
H -0.7103 3.1557 1.4591 -0.1 -1.7 0.3 0.3616
H 0.4107 1.8467 1.8851 -0.9 -0.2 0.6 0.2350
H -1.4872 0.1105 -1.5202 0.5 -0.9 -0.7 0.2745
H 4.5336 -0.0027 -1.9991 4.0 -0.4 -1.8 0.2657
H 0.5992 0.1421 0.6579 -2.2 0.2 -1.6 0.3769
H 3.3540 -2.2546 0.9634 -0.1 0.5 0.2 0.3518
```
Positions in Å, forces in eV/Å.

The value obtained for the largest force on an atom is 5.7 eV Å⁻¹. The calculation puts the HOMO-LUMO gap at 10.73 eV. The total energy comes out at -33871.465 eV. As for the relative energy (zero: lowest compared OMol25 entry of this formula, charge and spin): 0.571 eV. Its charge is +1. The multiplicity is 1.

---

5.
Formula: C5H6N4
Source: the Open Molecules 2025 dataset
Level of theory: the ωB97M-V functional and the def2-TZVPD basis

```
15
Properties=species:S:1:pos:R:3:forces:R:3:mulliken_charge:R:1
C 2.7345 -0.2754 0.5706 -1.4 -1.1 0.0 -0.5923
C 0.7255 0.3495 -0.3149 -0.1 0.0 1.5 0.5607
C -0.4099 1.3334 -0.5655 1.4 0.5 1.1 -0.0336
C -2.0739 0.1946 0.6826 2.7 1.4 -3.2 -0.2166
C -1.6144 -1.0627 0.4075 -2.7 -0.5 -0.6 -0.0862
H 2.7605 -0.1534 1.7526 0.7 -0.7 -2.6 0.2472
H 2.0025 -1.3492 0.2524 3.5 2.5 1.1 0.2925
H 3.6861 0.0136 -0.0654 -1.4 -1.5 1.9 0.2777
H 0.0063 2.1554 -1.0899 0.0 1.0 -0.9 0.3580
H -3.1006 0.1832 0.9257 -0.8 0.8 0.9 0.3526
H -2.4972 -1.8259 0.5384 2.2 1.1 0.2 0.2626
N 1.8364 0.7927 0.1896 -2.9 -0.9 -1.4 -0.4753
N -1.5302 1.5274 0.0048 -1.1 -4.2 1.2 -0.4151
N -0.6359 -1.5923 -0.4794 0.6 0.4 0.9 -0.3953
N 0.4685 -1.0506 -0.7144 -0.9 1.2 -0.2 -0.1371
```
Positions in Å, forces in eV/Å.

The value obtained for the largest force on an atom is 4.5 eV Å⁻¹. The calculation puts the HOMO-LUMO gap at 8.29 eV. The total energy comes out at -11236.402 eV. As for the relative energy (zero: lowest compared OMol25 entry of this formula, charge and spin): 5.265 eV. Its charge is 0. The multiplicity is 1.